H5NOSi | ωB97M-V with the def2-TZVPD basis set

Cartesian coordinates (Å):
N  -1.148  -0.607  -0.241
O  -1.670  0.749  -0.241
Si  2.891  -0.062  -0.269
H  -1.837  -1.096  -0.773
H  -1.319  -0.865  0.713
H  1.961  -0.377  0.730
H  -1.202  1.089  0.507
H  2.325  1.169  -0.426

## Properties
DFT total energy   -422.29578 a.u.
Relative energy (zero: lowest compared OMol25 entry of this formula, charge and spin)   6.543 eV

Löwdin charges in e: -0.023 -0.139 0.601 0.059 0.060 -0.301 0.053 -0.310